(1)
11
Properties=species:S:1:pos:R:3:mulliken_charge:R:1 method="wB97M-V/def2-TZVPD" smiles=C#Cc1[nH]nnc1O de_lowest_kcal_mol=98.5
C -0.881 -0.722 -0.214 0.497
C 0.334 0.040 0.069 0.433
C 0.969 0.535 1.134 -0.395
C 1.521 0.512 2.244 -0.363
H -2.698 -1.287 -0.372 0.440
H 1.263 1.282 -1.397 0.214
H 1.927 1.119 3.036 0.322
N -0.959 -0.774 -1.594 -0.213
N -0.079 -0.094 -2.216 -0.571
N 0.601 0.592 -1.207 0.178
O -1.998 -1.204 0.516 -0.541

***

(2)
49
Properties=species:S:1:pos:R:3:mulliken_charge:R:1 method="wB97M-V/def2-TZVPD" charge=+1 de_lowest_kcal_mol=4.6
C -0.508 -2.814 1.190 -1.689
C -0.076 -1.411 0.833 2.158
C 1.360 -1.123 1.278 -0.975
C 1.900 0.239 0.906 -1.023
C 1.738 0.647 -0.560 1.083
N 2.378 -0.300 -1.512 -0.554
N -1.036 -0.448 1.536 0.418
H -1.561 -2.990 1.042 0.472
H 0.007 -3.547 0.521 0.297
H -0.299 -3.114 2.266 0.307
H -0.186 -1.214 -0.271 -1.369
H 1.404 -1.331 2.355 0.505
H 2.011 -1.931 0.793 0.367
H 1.455 1.016 1.541 0.260
H 2.982 0.280 1.213 0.439
H 2.158 1.672 -0.721 0.485
H 0.650 0.658 -0.818 -1.073
H 3.340 -0.296 -1.320 0.207
H 2.123 -0.018 -2.479 0.245
H -1.009 -0.556 2.575 0.500
H -0.832 0.519 1.285 0.015
H -1.956 -0.625 1.188 0.401
H 0.158 3.107 0.173 0.407
H -0.882 2.077 -0.453 0.292
O -0.594 2.511 0.416 -0.834
H -0.654 -0.762 -3.151 0.431
H -0.355 -1.926 -2.094 0.367
O -1.079 -1.306 -2.432 -0.940
H -1.320 0.332 -1.866 0.419
H -2.334 1.531 -1.962 0.277
O -1.403 1.314 -1.859 -0.773
H 1.354 -3.349 -2.125 0.276
H 1.595 -2.007 -1.343 0.362
O 0.974 -2.752 -1.522 -0.618
H 2.094 4.341 0.334 0.304
H 1.304 4.695 -0.977 0.287
O 1.535 3.951 -0.362 -0.626
H 0.113 0.785 -4.745 0.276
H -0.102 1.192 -3.254 0.323
O 0.264 0.555 -3.822 -0.652
H -1.638 2.538 3.451 0.310
H -0.903 2.255 2.120 0.327
O -1.099 1.868 2.955 -0.626
H -0.266 -0.299 4.792 0.293
H -0.728 -1.857 4.886 0.299
O -0.396 -1.141 4.243 -0.631
H -2.306 -1.137 -1.235 0.347
H -3.703 -1.192 -0.693 0.262
O -2.900 -0.855 -0.500 -0.633

***

(3)
20
Properties=species:S:1:pos:R:3:mulliken_charge:R:1 method="wB97M-V/def2-TZVPD" smiles="C=CNC.O.O.O" de_lowest_kcal_mol=38.5
C -2.461 -0.068 1.301 -0.728
C -2.292 0.255 0.031 0.033
N -1.252 -0.076 -0.861 -0.124
C -1.038 0.716 -2.048 -1.081
H -1.746 -0.650 1.865 0.149
H -3.225 0.484 1.822 0.237
H -2.892 1.074 -0.381 0.253
H -1.346 -1.049 -1.062 0.246
H -1.922 0.833 -2.678 0.359
H -0.634 1.696 -1.795 0.327
H -0.246 0.224 -2.608 0.369
H 1.730 1.608 1.404 0.299
H 1.352 1.429 -0.089 0.311
O 1.210 1.981 0.687 -0.628
H 0.620 -0.799 1.352 0.320
H -0.266 -1.969 0.829 0.282
O 0.619 -1.725 1.100 -0.628
H 5.061 -1.226 -0.221 0.312
H 4.166 -1.795 0.794 0.321
O 4.561 -0.944 0.557 -0.631

***

(4)
15
Properties=species:S:1:pos:R:3:mulliken_charge:R:1 method="wB97M-V/def2-TZVPD" smiles="OCCOC1C=C1" de_lowest_kcal_mol=81.7
C -1.761 0.064 0.599 -0.476
C -1.393 0.023 -0.838 -0.034
O -0.129 0.351 -1.349 -0.425
C 0.850 0.925 -0.505 -0.381
C 1.736 -0.094 0.207 -0.426
O 1.235 -0.559 1.441 -0.534
C -1.622 -1.123 0.076 -0.354
H 0.342 -0.896 1.292 0.315
H -1.985 0.664 1.470 0.306
H -2.127 0.255 -1.610 0.403
H 0.398 1.598 0.239 0.289
H 1.476 1.529 -1.172 0.333
H 1.939 -0.919 -0.494 0.257
H 2.693 0.378 0.448 0.367
H -1.653 -2.197 0.197 0.360

***

(5)
107
Properties=species:S:1:pos:R:3:mulliken_charge:R:1 method="wB97M-V/def2-TZVPD" charge=+1 de_lowest_kcal_mol=0.0
C -2.905 -1.332 2.539 -1.035
C -2.988 0.193 2.514 3.532
C -3.534 0.716 3.841 -2.177
C -3.758 0.724 1.302 0.261
C -5.057 1.226 1.427 -0.822
C -5.826 1.444 0.285 -1.283
C -5.315 1.123 -0.970 -0.699
C -3.998 0.697 -1.127 0.572
C -3.567 0.370 -2.559 2.136
C -3.582 1.613 -3.450 -1.478
C -4.399 -0.743 -3.209 -1.574
C -3.178 0.620 0.019 -0.406
N -1.808 0.172 -0.110 1.142
N -1.661 -1.011 -0.764 -1.600
N -0.342 -1.168 -0.947 2.174
C 0.178 -2.211 -1.805 -0.188
C 1.045 -1.884 -2.876 -0.141
C 1.101 -0.470 -3.465 1.878
C 0.028 -0.305 -4.546 -1.471
C 2.491 -0.101 -3.978 -2.036
C 1.790 -2.898 -3.478 -0.524
C 1.596 -4.226 -3.110 -1.557
C 0.605 -4.548 -2.188 -0.501
C -0.158 -3.556 -1.561 0.874
C -1.258 -3.986 -0.592 1.430
C -0.678 -4.425 0.749 -1.409
C -2.159 -5.067 -1.193 -1.601
C 0.356 -0.146 -0.303 -0.663
C 1.810 -0.123 -0.373 1.112
C 2.577 -1.268 -0.093 -0.510
C 3.949 -1.241 -0.267 0.066
C 4.664 -2.543 -0.031 0.651
F 6.017 -2.449 -0.108 -0.289
F 4.359 -3.061 1.207 -0.262
F 4.275 -3.497 -0.947 -0.212
C 4.618 -0.073 -0.629 -0.670
C 3.862 1.078 -0.828 0.538
C 4.516 2.402 -1.134 0.688
F 3.642 3.452 -0.957 -0.232
F 5.587 2.650 -0.324 -0.269
F 4.952 2.473 -2.429 -0.265
C 2.481 1.051 -0.770 -1.362
C -0.541 0.685 0.265 -0.018
C -0.229 1.996 1.031 -0.641
H -2.465 -1.735 1.619 -0.117
H -2.288 -1.652 3.387 0.381
H -3.903 -1.776 2.658 0.360
H -1.965 0.572 2.387 -1.752
H -3.640 1.806 3.826 0.488
H -4.510 0.269 4.066 0.482
H -2.844 0.446 4.647 0.422
H -5.463 1.433 2.422 0.388
H -6.837 1.840 0.380 0.398
H -5.943 1.226 -1.857 0.359
H -2.542 0.000 -2.507 -1.151
H -2.985 2.416 -3.003 0.368
H -3.165 1.386 -4.440 0.412
H -4.605 1.991 -3.589 0.364
H -4.373 -1.654 -2.599 0.379
H -5.448 -0.442 -3.340 0.349
H -3.992 -0.992 -4.200 0.432
H 0.857 0.228 -2.658 -0.523
H -0.963 -0.576 -4.151 0.244
H -0.014 0.735 -4.898 0.424
H 0.251 -0.963 -5.400 0.392
H 3.262 -0.428 -3.275 0.389
H 2.682 -0.560 -4.957 0.521
H 2.577 0.987 -4.084 0.414
H 2.527 -2.647 -4.245 0.387
H 2.225 -5.004 -3.545 0.433
H 0.426 -5.596 -1.937 0.338
H -1.880 -3.100 -0.429 -0.385
H -0.051 -3.634 1.178 0.265
H -1.481 -4.648 1.461 0.432
H -0.058 -5.324 0.630 0.356
H -2.559 -4.740 -2.157 0.382
H -1.610 -6.003 -1.345 0.332
H -3.005 -5.274 -0.530 0.442
H 2.086 -2.173 0.265 0.566
H 5.696 -0.063 -0.728 0.651
H 1.904 1.933 -1.036 0.413
H -0.378 2.796 0.261 0.431
H -1.031 2.161 1.767 0.684
F 1.515 5.335 5.622 -0.327
C 1.411 5.176 4.258 0.095
C 1.501 6.314 3.477 -0.704
C 1.523 6.115 2.095 -0.751
C 1.379 4.841 1.538 -0.533
C 1.212 3.703 2.340 -0.017
C 1.061 2.290 1.676 2.128
C 1.697 1.231 2.608 0.457
C 3.081 1.055 2.526 -0.718
C 3.744 0.125 3.317 -0.593
C 3.053 -0.575 4.301 -0.933
C 1.712 -0.271 4.468 0.161
F 1.028 -0.887 5.489 -0.356
C 0.999 0.610 3.645 -0.362
C 1.286 3.888 3.726 -0.423
H 1.608 7.303 3.921 0.459
H 1.668 6.968 1.434 0.396
H 1.453 4.699 0.456 0.358
H 1.774 2.368 0.848 -1.458
H 3.652 1.649 1.807 0.562
H 4.802 -0.068 3.157 0.472
H 3.532 -1.339 4.908 0.497
H -0.049 0.825 3.860 0.777
H 1.309 3.053 4.420 0.507

***

(6)
86
Properties=species:S:1:pos:R:3:mulliken_charge:R:1 method="wB97M-V/def2-TZVPD" charge=+2
W -0.565 -0.901 -0.418 0.310
S 1.909 -0.842 -0.536 -0.527
P 1.592 1.166 -0.697 1.764
C -0.030 1.057 -0.078 -0.271
P -1.404 2.018 -0.547 1.286
S -2.510 0.335 -1.030 -0.564
C -1.277 3.154 -1.900 1.017
C -0.372 4.214 -1.801 -0.053
C -0.337 5.176 -2.794 -0.770
C -1.216 5.092 -3.869 -0.609
C -2.126 4.049 -3.958 -0.873
C -2.160 3.071 -2.974 -0.719
C -2.100 2.866 0.837 0.917
C -2.953 3.955 0.638 -0.595
C -3.505 4.596 1.735 -0.821
C -3.205 4.158 3.019 -0.556
C -2.352 3.078 3.221 -1.053
C -1.797 2.428 2.132 -0.329
C 2.716 2.114 0.281 0.719
C 2.220 3.007 1.230 -0.271
C 3.107 3.728 2.017 -0.867
C 4.473 3.537 1.867 -0.564
C 4.967 2.628 0.936 -0.785
C 4.092 1.910 0.141 -0.321
C 1.740 1.670 -2.407 0.925
C 0.969 1.072 -3.401 -0.220
C 1.106 1.463 -4.719 -0.878
C 2.027 2.453 -5.056 -0.625
C 2.805 3.046 -4.075 -0.882
C 2.662 2.661 -2.748 -0.519
H 0.299 4.300 -0.952 0.351
H 0.366 5.996 -2.727 0.487
H -1.195 5.852 -4.639 0.448
H -2.813 3.995 -4.793 0.471
H -2.870 2.256 -3.059 0.472
H -3.183 4.303 -0.362 0.467
H -4.164 5.440 1.589 0.445
H -3.636 4.667 3.871 0.432
H -2.116 2.750 4.225 0.523
H -1.116 1.600 2.290 0.499
H 1.152 3.139 1.363 0.272
H 2.734 4.429 2.752 0.468
H 5.164 4.092 2.488 0.425
H 6.034 2.479 0.833 0.435
H 4.479 1.198 -0.580 0.479
H 0.251 0.288 -3.174 0.119
H 0.503 0.997 -5.487 0.493
H 2.138 2.755 -6.090 0.455
H 3.523 3.811 -4.339 0.472
H 3.260 3.145 -1.989 0.466
F -3.000 -1.843 5.782 -0.278
C -2.921 -1.959 4.469 0.589
C -1.917 -1.308 3.774 -0.049
F -1.018 -0.559 4.397 -0.302
C -1.891 -1.470 2.411 -0.461
F -0.849 -0.814 1.724 -0.309
C -2.775 -2.208 1.679 1.025
S -2.662 -2.338 -0.067 -0.209
C -3.769 -2.851 2.402 0.146
F -4.666 -3.593 1.766 -0.355
C -3.843 -2.734 3.780 0.289
F -4.798 -3.354 4.446 -0.257
C 3.252 -4.553 0.178 -1.028
C 2.286 -5.475 0.908 -1.453
C 0.790 -5.223 0.600 2.397
C -0.075 -6.212 1.406 -1.433
C -1.572 -6.067 1.168 -0.990
C 0.581 -5.509 -0.886 -0.322
O 0.730 -6.582 -1.384 -0.506
N 0.188 -4.422 -1.728 0.149
C 0.018 -3.213 -1.230 0.644
O -0.387 -2.194 -1.972 -0.826
N 0.183 -2.862 0.026 0.875
C 0.446 -3.799 1.048 -0.823
O 0.401 -3.475 2.198 -0.560
H 4.279 -4.785 0.458 0.512
H 3.083 -3.503 0.434 0.101
H 3.187 -4.665 -0.908 0.280
H 2.400 -5.378 1.988 0.485
H 2.475 -6.516 0.647 0.523
H 0.167 -6.055 2.457 0.475
H 0.263 -7.212 1.133 0.511
H -1.923 -5.059 1.409 0.040
H -2.127 -6.761 1.797 0.534
H -1.845 -6.287 0.133 0.288
H 0.024 -4.610 -2.711 0.353

***

Max |F|? In order: 6.98, 4.73, 2.30, 0.40, 3.52, 1.67 eV Å⁻¹.
Orbital gap? In order: 8.62, 10.33, 9.28, 10.51, 7.86, 5.27 eV.
DFT total energy? In order: -393.562472, -996.814826, -402.519007, -345.674818, -2820.899158, -4283.228729 a.u..